No. 1
{"formula": "C6H12BeOP", "method": "ωB97M-V with the def2-TZVPD basis set", "elements": ["C", "C", "C", "C", "C", "Be", "P", "H", "H", "H", "H", "H", "H", "H", "H", "C", "O", "H", "H", "H", "H"], "xyz": [[-0.437, -0.534, -2.014], [-1.222, -1.612, -2.366], [-0.654, -2.839, -1.887], [0.552, -2.596, -1.194], [0.854, -1.223, -1.148], [0.013, 1.824, 1.083], [-0.542, 3.782, 1.193], [-0.530, 0.531, -2.233], [-2.140, -1.558, -2.952], [-1.101, -3.821, -2.041], [1.831, -0.759, -1.017], [1.190, -3.369, -0.761], [-1.620, 4.017, 2.122], [-1.016, 4.392, -0.026], [0.468, 4.708, 1.632], [0.800, -0.173, 2.339], [0.401, 0.427, 1.059], [1.105, 0.621, 3.030], [1.640, -0.853, 2.159], [-0.054, -0.719, 2.756], [0.461, -0.247, 0.267]], "atomic_forces_ev_per_a": [[3.48, -1.75, 1.89], [0.61, 0.04, 0.39], [0.42, 0.05, 0.26], [-0.61, -0.05, -0.43], [-3.56, 2.10, -1.93], [-0.82, 3.12, 0.20], [0.72, -2.18, 0.60], [-0.06, -0.44, 0.12], [0.14, 0.04, 0.23], [0.11, 0.23, 0.11], [-0.14, -0.11, -0.18], [-0.22, 0.12, -0.15], [0.08, 0.16, -0.87], [-0.30, 1.19, 0.40], [-0.39, -0.06, -0.66], [0.13, -0.51, -0.16], [0.75, -1.50, 1.41], [-0.25, -0.06, -0.47], [-0.13, -0.05, -0.09], [0.17, 0.10, -0.14], [-0.14, -0.43, -0.51]], "nbo_charge": [-0.311, -0.319, -0.369, -0.273, -0.552, 0.921, -0.571, 0.202, 0.190, 0.182, 0.211, 0.185, -0.007, -0.203, -0.011, -0.298, -1.035, 0.164, 0.172, 0.183, 0.540], "e_homo_ha": [-0.0199, -0.0206], "e_lumo_ev": [3.16, 3.15], "e_above_lowest_kcal_mol": 34.4, "charge": -1, "max_force_ha_per_bohr": 0.089, "orbital_gap_ev": [3.7, 3.7]}

---

No. 2
{"formula": "C6H12BrN3", "method": "ωB97M-V with the def2-TZVPD basis set", "elements": ["C", "C", "N", "C", "C", "N", "C", "N", "C", "Br", "H", "H", "H", "H", "H", "H", "H", "H", "H", "H", "H", "H"], "xyz": [[-1.243, -0.299, 0.874], [-0.068, -0.358, -0.178], [0.123, -1.882, -0.036], [-0.318, -0.020, -1.609], [0.112, 1.414, -1.824], [0.784, 2.120, -0.993], [1.216, 1.720, 0.220], [1.499, 2.591, 1.170], [1.226, 0.186, 0.463], [2.905, -0.582, -0.411], [-0.918, -0.575, 1.806], [-2.162, -0.814, 0.669], [-1.540, 0.777, 0.986], [1.188, -2.208, -0.185], [-0.467, -2.480, -0.625], [-0.342, -2.286, 0.749], [-1.261, -0.017, -2.047], [0.237, -0.565, -2.255], [-0.106, 1.794, -2.853], [1.679, 2.447, 2.148], [1.732, 3.560, 1.029], [1.419, 0.115, 1.567]], "atomic_forces_ev_per_a": [[-0.45, 4.37, -2.19], [-1.42, -3.83, 3.07], [2.34, -2.12, -2.20], [0.37, 3.77, 2.21], [0.88, -0.38, -0.53], [0.19, 1.48, -0.38], [-0.61, -1.04, 0.34], [0.22, -0.42, -0.93], [1.50, 2.22, 0.32], [-1.19, 0.72, 0.54], [1.08, -0.82, 2.26], [-0.26, -0.51, -0.80], [0.01, -0.78, -0.05], [-2.59, 0.64, 0.57], [0.33, 0.58, -1.61], [0.68, 0.22, 2.26], [-2.40, -0.68, 0.13], [2.23, -1.91, -2.11], [0.30, 0.15, 1.00], [0.13, -1.37, 0.36], [-0.60, 0.63, -1.21], [-0.73, -0.92, -1.06]], "nbo_charge": [-0.642, 0.131, -0.732, -0.553, 0.341, -0.474, 0.581, -0.630, -0.335, 0.145, 0.230, 0.269, 0.253, 0.474, 0.457, 0.452, 0.295, 0.280, 0.254, 0.450, 0.465, 0.288], "e_homo_ha": -0.6733, "e_lumo_ev": -9.39, "e_above_lowest_kcal_mol": 16.4, "charge": 2, "smiles": "C[C@@]1([NH3+])CC=NC(=[NH2+])[C@@H]1Br", "max_force_ha_per_bohr": 0.099, "orbital_gap_ev": 8.9}

---

No. 3
{"formula": "C6H12BrN3O2S", "method": "ωB97M-V with the def2-TZVPD basis set", "elements": ["O", "C", "C", "N", "C", "C", "S", "C", "N", "N", "C", "O", "H", "H", "H", "H", "H", "H", "H", "H", "H", "H", "H", "H", "Br"], "xyz": [[2.783, -2.190, 1.104], [2.013, -1.389, 0.150], [2.688, 0.057, 0.171], [1.802, 1.171, -0.301], [0.601, 1.433, 0.570], [-0.666, 1.540, -0.449], [-2.176, 1.679, 0.667], [-2.975, 0.033, 0.445], [-2.403, -1.029, 1.202], [-3.138, -2.111, 0.834], [-4.128, -1.755, -0.110], [-4.038, -0.364, -0.377], [2.627, -3.142, 0.943], [2.073, -1.865, -0.885], [0.933, -1.424, 0.507], [3.073, 0.310, 1.209], [3.581, 0.017, -0.547], [1.476, 1.025, -1.277], [2.344, 2.061, -0.324], [0.371, 0.563, 1.269], [0.659, 2.385, 1.191], [-0.584, 2.435, -1.178], [-0.668, 0.583, -1.066], [-4.894, -2.381, -0.655], [-1.353, 2.357, -3.093]], "atomic_forces_ev_per_a": [[-0.37, 0.43, -0.98], [-0.18, -0.63, 0.45], [1.34, -1.28, -0.21], [0.33, 0.76, 0.31], [-3.04, -0.17, 0.29], [1.37, -0.40, 1.67], [-0.63, -1.34, -1.58], [2.03, -2.03, 1.79], [-3.64, 2.96, -3.85], [-3.34, 0.10, -3.04], [3.41, 1.01, 2.60], [2.10, -1.54, 2.18], [-0.02, 0.83, -0.01], [-0.09, 0.86, 1.20], [1.19, 0.50, -0.65], [-0.69, -0.39, -1.28], [-1.19, 0.15, 1.13], [0.05, 0.00, 0.47], [-0.27, -0.86, -0.15], [0.81, 1.05, -0.92], [0.49, -1.23, -0.96], [-0.34, -1.34, 1.28], [-0.38, 1.32, 0.77], [1.20, 1.01, 0.93], [-0.13, 0.25, -1.44]], "nbo_charge": [-0.727, -0.096, -0.248, -0.525, -0.295, -0.580, 0.241, 0.298, -0.285, -0.287, 0.241, -0.396, 0.488, 0.192, 0.205, 0.246, 0.231, 0.457, 0.444, 0.244, 0.235, 0.307, 0.245, 0.234, -0.869], "e_homo_ha": -0.2573, "e_lumo_ev": -0.54, "max_force_ha_per_bohr": 0.118, "orbital_gap_ev": 6.5}

---

No. 4
{"formula": "C6H12Cl12F6O4P2V2", "method": "ωB97M-V with the def2-TZVPD basis set", "elements": ["V", "V", "P", "O", "O", "O", "O", "P", "F", "F", "F", "F", "F", "F", "C", "Cl", "Cl", "H", "H", "C", "Cl", "Cl", "H", "H", "C", "Cl", "Cl", "H", "H", "C", "Cl", "Cl", "H", "H", "C", "Cl", "Cl", "H", "H", "C", "Cl", "Cl", "H", "H"], "xyz": [[-0.681, -1.739, 2.275], [-1.234, -0.774, -1.370], [0.119, -0.280, 0.533], [0.547, -0.071, 2.034], [0.125, -1.756, 0.093], [0.009, 0.746, -0.679], [-1.369, -0.681, 0.661], [-3.545, -1.271, -3.091], [-2.410, -2.335, -2.616], [-2.218, -0.378, -3.413], [-3.542, -1.858, -4.592], [-4.629, -0.104, -3.427], [-4.688, -2.262, -2.563], [-3.341, -0.735, -1.566], [2.089, -0.925, 5.315], [1.130, -1.972, 4.261], [1.095, 0.463, 5.942], [2.575, -1.457, 6.133], [2.885, -0.503, 4.702], [-0.776, 4.010, -0.810], [-2.031, 5.207, -0.762], [-0.438, 3.582, -2.536], [0.121, 4.478, -0.405], [-0.997, 3.093, -0.263], [2.603, 2.482, 0.662], [2.912, 4.268, 0.771], [4.119, 1.687, 0.157], [2.170, 2.058, 1.569], [1.847, 2.404, -0.119], [1.551, -4.495, -1.560], [0.130, -5.406, -2.041], [2.728, -5.559, -0.761], [1.990, -4.099, -2.475], [1.294, -3.737, -0.820], [-2.157, 2.150, 2.838], [-2.746, 0.988, 4.111], [-3.403, 3.351, 2.444], [-1.324, 2.674, 3.307], [-1.890, 1.631, 1.918], [2.310, -0.414, -2.857], [0.799, -1.428, -2.841], [3.473, -1.350, -1.973], [2.672, -0.201, -3.863], [2.128, 0.519, -2.323]], "atomic_forces_ev_per_a": [[0.12, 1.00, -1.29], [-1.20, -0.74, -0.49], [-0.81, 1.96, -0.28], [0.22, -0.09, -2.17], [7.22, -3.76, -1.15], [1.85, -1.40, 2.45], [-7.44, 3.65, 3.75], [-2.04, -0.70, -1.52], [0.99, -2.05, 0.24], [0.07, 1.69, -1.09], [-0.18, 0.50, 1.16], [1.61, -0.98, 0.28], [0.34, 0.39, -0.55], [-1.01, 1.55, 1.39], [0.18, 1.89, 0.08], [0.05, -1.14, 0.43], [0.68, -1.04, -0.30], [-0.73, -0.29, -0.06], [-0.32, 0.04, -0.08], [0.94, -0.14, -0.59], [-0.63, 0.21, 0.31], [0.06, -0.11, 0.64], [-0.03, -0.18, -0.15], [-0.30, 0.17, -0.23], [-0.05, 0.86, -0.75], [-0.30, -0.74, 0.38], [-0.69, -0.10, 0.29], [0.59, 0.23, 0.17], [0.33, -0.28, -0.10], [0.30, -0.05, 0.11], [-0.43, 0.01, -0.01], [0.22, -0.01, -0.02], [0.04, 0.06, 0.40], [-0.12, 0.07, -0.43], [-0.25, 0.26, 0.50], [0.36, 0.14, -0.79], [0.22, -0.27, 0.06], [-0.09, -0.17, -0.27], [-0.08, -0.22, 0.37], [-0.48, 0.12, 0.36], [0.61, 0.42, -1.31], [0.88, -0.14, 0.25], [-0.39, -0.40, 0.03], [-0.30, -0.22, -0.04]], "lowdin_spin": [2.936, 2.768, 0.043, 0.023, 0.015, 0.032, 0.029, 0.004, 0.015, 0.023, 0.001, 0.001, 0.001, 0.025, 0.001, 0.027, 0.001, 0.000, 0.000, 0.000, 0.000, 0.001, 0.000, 0.000, 0.000, 0.000, 0.000, 0.000, 0.000, 0.000, 0.001, 0.000, 0.000, 0.000, 0.000, 0.002, 0.000, 0.000, 0.000, 0.011, 0.037, 0.002, 0.001, 0.000], "e_homo_ha": [-0.3045, -0.3519], "e_lumo_ev": [-1.88, -2.08], "e_above_lowest_kcal_mol": 47.1, "s_squared": 12.02, "max_force_ha_per_bohr": 0.177, "orbital_gap_ev": [6.4, 7.5], "multiplicity": 7}

---

No. 5
{"formula": "C6H12Cl3MnO2Pb", "method": "ωB97M-V with the def2-TZVPD basis set", "elements": ["Mn", "Cl", "C", "C", "H", "H", "H", "H", "H", "H", "Pb", "C", "C", "H", "H", "H", "H", "H", "Cl", "C", "Cl", "C", "O", "O", "H"], "xyz": [[1.573, -1.015, -3.474], [2.390, -1.663, -5.399], [2.531, 0.681, -2.782], [-0.450, -1.373, -3.294], [2.481, 1.358, -3.646], [2.111, 1.195, -1.898], [3.546, 0.259, -2.664], [-0.844, -1.030, -4.263], [-1.034, -0.870, -2.476], [-0.475, -2.461, -3.236], [0.061, 0.089, -0.612], [-1.564, -0.796, 0.802], [-0.753, 2.308, -0.547], [-2.539, -0.326, 0.600], [-1.495, -1.852, 0.458], [-1.235, -0.648, 1.851], [-1.856, 2.468, -0.643], [-0.221, 3.258, -0.649], [1.528, 1.910, 4.458], [1.229, 2.758, 2.955], [2.673, 3.465, 2.258], [0.567, 1.855, 1.863], [-0.428, 2.383, 1.200], [1.043, 0.732, 1.722], [0.507, 3.537, 3.183]], "atomic_forces_ev_per_a": [[-0.01, 0.09, -0.21], [0.34, -0.22, -0.24], [-0.42, 0.56, 0.00], [-0.22, 1.30, 0.36], [0.14, -0.25, 0.04], [0.67, -0.50, -0.57], [-0.41, 0.19, 0.12], [0.03, -0.19, 0.25], [0.12, -0.92, -1.08], [-0.20, -0.06, 0.19], [0.34, -0.36, 1.68], [0.29, 0.16, -0.74], [0.16, 0.06, 2.04], [0.24, -0.49, 0.23], [-0.50, 0.56, 0.63], [-0.21, -0.20, -0.74], [0.88, -0.07, 0.64], [-0.09, -0.35, -0.67], [0.13, -0.23, -0.02], [-1.70, 0.11, -0.45], [0.19, 0.10, -0.11], [0.23, -0.73, -0.19], [0.06, 0.62, -0.31], [-0.32, 0.55, -0.83], [0.28, 0.26, 0.00]], "lowdin_spin": [4.224, 0.103, -0.268, -0.107, -0.006, -0.004, -0.013, 0.003, 0.004, -0.001, 0.030, 0.016, 0.012, 0.001, 0.000, 0.000, 0.001, 0.000, 0.000, 0.000, 0.000, 0.001, -0.001, 0.005, 0.000], "e_homo_ha": [-0.2794, -0.2909], "e_lumo_ev": [-2.22, -0.72], "s_squared": 6.37, "max_force_ha_per_bohr": 0.040, "orbital_gap_ev": [5.4, 7.2], "multiplicity": 5}

---

No. 6
{"formula": "C6H12Cl3N2O2", "method": "ωB97M-V with the def2-TZVPD basis set", "elements": ["C", "C", "C", "C", "C", "C", "N", "N", "O", "O", "Cl", "Cl", "Cl", "H", "H", "H", "H", "H", "H", "H", "H", "H", "H", "H", "H"], "xyz": [[0.279, -0.841, 1.116], [0.163, 1.497, -1.256], [1.228, 0.682, -0.527], [-0.701, 0.460, -2.092], [0.728, -0.761, -0.388], [0.184, 1.050, 3.189], [-0.671, -0.638, -1.086], [1.474, -1.787, -0.845], [-0.761, -0.438, 1.566], [1.157, -1.526, 1.790], [-1.332, 1.025, 3.972], [-3.745, -0.305, -0.247], [0.952, 2.516, 3.403], [-0.493, 1.986, -0.521], [0.511, 2.196, -1.975], [1.468, 1.184, 0.489], [2.178, 0.608, -1.050], [-0.158, 0.203, -3.001], [-1.788, 0.676, -2.363], [-0.919, -1.593, -1.560], [-1.318, -0.485, -0.352], [-3.272, 0.112, 0.910], [1.520, -2.704, -0.349], [2.053, -1.742, -1.592], [1.264, -1.375, 2.769]], "atomic_forces_ev_per_a": [[-0.31, -1.62, 0.13], [-1.86, -0.68, -0.51], [1.11, 1.00, 0.75], [-0.05, 0.81, 1.27], [-2.33, 1.71, 1.60], [0.25, -0.26, 0.95], [0.34, -3.51, -3.21], [-0.90, -2.95, 2.72], [-0.36, -0.02, -1.59], [1.84, -0.25, 1.12], [0.11, 0.20, 0.02], [0.26, 0.36, 0.91], [0.18, 0.83, 0.07], [0.21, 0.02, -0.33], [0.66, 0.93, -0.14], [-0.37, -1.04, -1.55], [0.10, 0.34, -0.23], [-0.05, -0.40, 0.16], [1.60, 0.11, 0.60], [0.54, 2.01, 1.32], [-1.38, 0.42, 0.96], [-0.39, -0.34, -0.80], [-0.24, 1.51, -0.50], [2.00, 0.65, -2.53], [-0.96, 0.19, -1.17]], "nbo_charge": [0.821, -0.419, -0.440, -0.230, 0.191, -0.210, -0.569, -0.831, -0.595, -0.678, 0.083, -0.281, 0.116, 0.227, 0.248, 0.261, 0.243, 0.221, 0.257, 0.448, 0.462, 0.300, 0.425, 0.400, 0.546], "e_homo_ha": -0.4558, "e_lumo_ev": -3.89, "e_above_lowest_kcal_mol": 83.2, "charge": 1, "max_force_ha_per_bohr": 0.093, "orbital_gap_ev": 8.5}